# 1
This record from OMol25 describes a structure of composition C35H26F2IN6O2SeTa. The level of theory is wB97M-V/def2-TZVPD.

Each line ends with the Löwdin charge.
Geometry (Å):
1 Ta -0.538 -0.812 0.968  1.595
2 C -2.508 -3.752 -1.736  0.015
3 C -1.564 -2.807 -2.415  -0.236
4 N -1.679 -2.642 -3.732  0.163
5 C -0.811 -1.874 -4.389  -0.044
6 C 0.293 -1.272 -3.803  -0.123
7 C 1.289 -0.494 -4.612  -0.171
8 O 1.594 0.707 -3.895  -0.062
9 C 0.421 -1.412 -2.423  -0.074
10 C 1.650 -1.038 -1.712  -0.025
11 N 1.776 -0.893 -0.446  0.009
12 C 3.147 -0.826 -0.017  -0.379
13 C 4.049 0.068 -0.580  -0.021
14 C 5.367 0.081 -0.143  -0.041
15 C 5.786 -0.795 0.848  -0.046
16 C 4.885 -1.683 1.425  -0.111
17 C 3.569 -1.688 0.990  -0.665
18 I 2.153 -2.914 1.864  1.128
19 C -0.552 -2.124 -1.752  -0.200
20 O -0.521 -2.063 -0.373  -0.301
21 H -3.518 -3.598 -2.110  0.094
22 H -2.499 -3.661 -0.653  0.058
23 H -2.223 -4.774 -1.993  0.105
24 H -0.993 -1.754 -5.452  0.132
25 H 0.866 -0.278 -5.594  0.132
26 H 2.198 -1.086 -4.768  0.138
27 H 2.086 1.295 -4.479  0.106
28 H 2.547 -1.022 -2.328  0.148
29 H 3.714 0.750 -1.353  0.121
30 H 6.069 0.776 -0.585  0.120
31 H 6.816 -0.791 1.177  0.122
32 H 5.207 -2.360 2.204  0.111
33 F -5.702 -1.972 -0.434  0.128
34 C -4.643 -1.213 -0.683  -0.253
35 C -3.569 -1.275 0.197  -0.034
36 C -2.455 -0.486 -0.047  -0.229
37 C -2.455 0.382 -1.150  -0.132
38 C -3.541 0.356 -2.025  -0.194
39 F -3.519 1.118 -3.125  0.103
40 C -4.648 -0.432 -1.819  0.110
41 C -1.323 1.290 -1.250  -0.187
42 C -1.259 2.412 -2.076  0.040
43 C -0.142 3.214 -2.051  0.001
44 C 0.908 2.896 -1.195  -0.019
45 C 0.776 1.801 -0.384  -0.113
46 N -0.316 1.001 -0.387  -0.019
47 H -3.654 -1.962 1.022  0.072
48 H -5.476 -0.431 -2.513  0.154
49 H -2.088 2.648 -2.721  0.125
50 H -0.089 4.087 -2.689  0.132
51 H 1.807 3.494 -1.148  0.125
52 H 1.566 1.543 0.298  0.088
53 N -1.983 0.857 1.970  -0.018
54 C -1.463 1.622 3.068  -0.244
55 C -2.213 2.371 3.926  0.033
56 C -1.583 3.115 4.946  -0.019
57 C -0.223 3.097 5.068  0.013
58 C 0.562 2.294 4.205  -0.124
59 C 1.967 2.214 4.292  0.053
60 C 2.637 1.380 3.444  0.010
61 C 1.907 0.607 2.535  -0.139
62 N 0.589 0.655 2.386  -0.039
63 C -0.081 1.530 3.217  -0.170
64 H -2.870 0.432 2.225  0.104
65 H -2.169 1.473 1.182  0.112
66 H -3.291 2.405 3.819  0.135
67 H -2.186 3.711 5.617  0.127
68 H 0.274 3.687 5.828  0.133
69 H 2.492 2.804 5.034  0.142
70 H 3.714 1.282 3.468  0.128
71 H 2.441 -0.083 1.914  0.031
72 Se -1.242 -1.931 3.165  0.657
73 C -2.400 -3.225 2.557  -0.740
74 N -3.132 -4.031 2.181  0.117

The calculation puts the molar mass at 987.4 u. For the HOMO energy, the calculation gives -14.098 eV. The frontier orbital gap is 7.01 eV. The value obtained for the lowest unoccupied orbital energy is -7.087 eV. The total charge is +2.

---

# 2
This record from OMol25 describes a structure of composition C35H26F2N6O8Ti. The level of theory is wB97M-V/def2-TZVPD.

Each line ends with the Löwdin charge.
Geometry (Å):
1 Ti 0.288 -0.426 -1.051  1.052
2 O 0.399 3.423 -0.835  0.111
3 C -0.124 2.368 -1.108  -0.529
4 O 0.008 1.279 -0.384  -0.133
5 C -1.037 2.247 -2.311  -0.018
6 C -1.602 3.392 -2.829  0.090
7 C -2.475 3.316 -3.902  -0.117
8 C -2.826 2.100 -4.457  0.095
9 C -2.288 0.949 -3.929  -0.042
10 C -1.332 0.981 -2.877  -0.202
11 O -0.719 -0.111 -2.486  -0.141
12 N -2.732 -0.326 -4.481  -0.331
13 O -2.910 -1.247 -3.701  0.084
14 O -3.019 -0.358 -5.659  0.108
15 N -3.066 4.538 -4.440  -0.352
16 O -3.860 4.424 -5.356  0.085
17 O -2.722 5.595 -3.947  0.089
18 H -1.357 4.354 -2.401  0.140
19 H -3.525 2.053 -5.278  0.139
20 F -1.338 -5.407 -2.569  0.087
21 C -0.582 -4.649 -1.767  -0.260
22 C -0.710 -3.273 -1.810  -0.015
23 C 0.081 -2.479 -0.987  -0.161
24 C 1.000 -3.102 -0.114  -0.114
25 C 1.098 -4.491 -0.118  -0.205
26 F 1.987 -5.126 0.671  0.070
27 C 0.316 -5.283 -0.930  0.078
28 C 1.825 -2.203 0.707  -0.169
29 C 2.702 -2.597 1.719  0.024
30 C 3.462 -1.646 2.374  -0.028
31 C 3.337 -0.308 2.027  -0.046
32 C 2.420 0.024 1.053  -0.099
33 N 1.681 -0.890 0.414  -0.008
34 H -1.419 -2.838 -2.501  0.100
35 H 0.415 -6.359 -0.915  0.137
36 H 2.796 -3.636 1.988  0.112
37 H 4.152 -1.948 3.151  0.117
38 H 3.927 0.458 2.507  0.114
39 H 2.255 1.056 0.767  0.121
40 C -0.559 0.155 6.755  -0.067
41 C -1.267 1.320 6.071  -0.195
42 N -1.297 1.186 4.613  -0.054
43 C -0.447 2.079 3.839  -0.193
44 C 1.037 1.800 4.045  -0.070
45 C -2.229 0.349 4.101  -0.421
46 O -3.031 -0.254 4.800  0.076
47 C -2.313 0.157 2.610  -0.099
48 C -3.544 0.352 1.994  0.025
49 C -3.686 0.035 0.656  -0.009
50 C -2.602 -0.494 -0.020  -0.095
51 N -1.414 -0.687 0.562  0.020
52 C -1.279 -0.369 1.849  -0.050
53 H -0.550 0.313 7.834  0.077
54 H 0.471 0.057 6.408  0.065
55 H -1.091 -0.771 6.546  0.073
56 H -0.778 2.265 6.306  0.118
57 H -2.297 1.360 6.425  0.120
58 H -0.664 3.108 4.139  0.126
59 H -0.697 1.992 2.784  0.110
60 H 1.334 1.993 5.077  0.072
61 H 1.625 2.450 3.396  0.080
62 H 1.272 0.762 3.808  0.059
63 H -4.373 0.735 2.574  0.132
64 H -4.631 0.172 0.150  0.117
65 H -2.689 -0.814 -1.052  0.110
66 H -0.307 -0.561 2.293  0.128
67 N 6.111 0.026 -5.687  0.154
68 C 5.210 -0.052 -4.977  -0.188
69 C 4.095 -0.153 -4.085  -0.237
70 C 3.756 0.923 -3.268  -0.024
71 C 2.688 0.810 -2.392  -0.086
72 C 1.929 -0.363 -2.301  -0.189
73 C 2.277 -1.420 -3.151  -0.075
74 C 3.345 -1.328 -4.027  -0.022
75 H 4.331 1.839 -3.325  0.121
76 H 2.450 1.671 -1.773  0.095
77 H 1.703 -2.339 -3.139  0.098
78 H 3.606 -2.157 -4.672  0.120

The calculation puts the molar mass at 744.5 u. For the HOMO energy, the calculation gives -9.358 eV. The frontier orbital gap is 8.06 eV. The value obtained for the lowest unoccupied orbital energy is -1.298 eV. The total charge is 0.

---

# 3
This record from OMol25 describes a structure of composition C35H26IrN4OP. The level of theory is wB97M-V/def2-TZVPD.

Each line ends with the Löwdin charge.
Geometry (Å):
1 Ir -0.546 0.548 1.567  1.185
2 O 1.911 0.269 3.227  0.021
3 N 1.480 0.732 1.995  -0.192
4 C 2.450 1.218 1.320  -0.048
5 C 2.390 1.702 -0.064  -0.201
6 C 3.602 1.741 -0.742  0.007
7 C 3.656 2.122 -2.080  -0.012
8 C 2.501 2.487 -2.747  -0.016
9 C 1.279 2.482 -2.078  -0.034
10 C 1.216 2.100 -0.747  -0.273
11 P -0.323 2.204 0.144  0.997
12 C -0.098 3.361 1.499  -0.344
13 C 0.804 4.418 1.530  -0.042
14 C 1.105 5.011 2.749  -0.016
15 C 0.562 4.519 3.931  -0.020
16 C -0.295 3.428 3.916  -0.030
17 C -0.642 2.869 2.692  -0.178
18 C -1.704 2.545 -0.907  -0.370
19 C -2.294 3.808 -0.894  -0.057
20 C -3.375 4.055 -1.728  -0.038
21 C -3.854 3.050 -2.555  -0.028
22 C -3.262 1.790 -2.563  -0.040
23 C -2.185 1.529 -1.738  -0.083
24 H 1.122 0.130 3.769  0.106
25 H 3.424 1.199 1.803  0.163
26 H 4.512 1.457 -0.229  0.132
27 H 4.607 2.133 -2.594  0.129
28 H 2.543 2.788 -3.785  0.128
29 H 0.378 2.789 -2.594  0.118
30 H 1.274 4.764 0.618  0.128
31 H 1.778 5.857 2.782  0.128
32 H 0.811 4.990 4.872  0.128
33 H -0.721 3.048 4.835  0.128
34 H -1.442 2.097 2.703  0.055
35 H -1.920 4.588 -0.242  0.114
36 H -3.841 5.031 -1.730  0.122
37 H -4.698 3.248 -3.202  0.124
38 H -3.646 1.015 -3.213  0.119
39 H -1.727 0.545 -1.729  0.113
40 N -6.590 -6.970 -2.020  0.194
41 C -5.929 -6.112 -1.639  -0.162
42 C -5.100 -5.037 -1.161  -0.203
43 C -5.267 -3.755 -1.678  0.006
44 C -4.475 -2.721 -1.213  -0.015
45 C -3.500 -2.963 -0.245  -0.190
46 C -3.329 -4.253 0.256  -0.006
47 C -4.134 -5.285 -0.190  0.009
48 C -2.642 -1.862 0.251  -0.031
49 C -3.244 -0.770 0.857  -0.237
50 C -4.628 -0.540 1.018  0.026
51 C -4.781 0.741 1.498  -0.020
52 C -3.492 1.256 1.657  -0.129
53 N -2.556 0.365 1.299  -0.129
54 C -1.262 -1.976 0.025  -0.241
55 C -0.624 -2.962 -0.744  0.026
56 C 0.736 -2.688 -0.751  -0.024
57 C 0.907 -1.545 0.009  -0.113
58 N -0.279 -1.102 0.494  -0.112
59 H -6.013 -3.576 -2.439  0.132
60 H -4.599 -1.725 -1.618  0.122
61 H -2.580 -4.444 1.014  0.132
62 H -4.019 -6.284 0.209  0.133
63 H -5.405 -1.252 0.795  0.129
64 H -5.698 1.257 1.728  0.118
65 H -3.239 2.250 1.999  0.112
66 H -1.122 -3.780 -1.238  0.131
67 H 1.516 -3.249 -1.236  0.118
68 H 1.831 -1.041 0.230  0.103

The calculation puts the molar mass at 741.8 u. For the HOMO energy, the calculation gives -13.627 eV. The frontier orbital gap is 6.34 eV. The value obtained for the lowest unoccupied orbital energy is -7.290 eV. The total charge is +2.